[1]
A single C5H13N2O2PS2 molecule in a non-equilibrium geometry, computed with ωB97M-V with the def2-TZVPD basis set.

XYZ file:
```
25
Properties=species:S:1:pos:R:3:forces:R:3:nbo_charge:R:1
C 1.6378 -0.6745 2.6886 -0.66 -1.07 -0.82 -0.24
O 2.3006 -0.5919 1.4346 -0.21 0.50 -1.92 -0.84
P 1.8109 -0.5310 -0.1298 2.71 0.09 0.95 2.00
S 2.6082 -2.0164 -1.0796 -0.25 0.41 -0.13 -0.58
N 0.2425 -0.0684 -0.2633 -2.94 -1.37 -0.06 -1.01
C -0.7403 -1.1329 -0.1591 0.08 3.44 -0.56 0.24
S -0.3198 -2.5475 0.4497 0.48 -1.92 0.99 -0.12
N -1.9772 -0.7641 -0.5450 -0.30 -0.75 0.23 -0.42
C -2.4109 0.6477 -0.8350 1.90 -1.42 0.65 -0.42
C -3.0252 -1.7983 -0.4182 -0.18 -0.12 -3.38 -0.42
O 2.3244 0.9202 -0.6706 1.03 -0.86 0.43 -0.83
C 3.7715 0.9620 -0.9392 -2.39 -1.13 -2.77 -0.25
H 1.3104 0.2958 3.0094 0.24 0.59 0.46 0.18
H 2.3619 -1.1855 3.3404 -0.54 0.43 0.06 0.20
H 0.7245 -1.2774 2.5408 0.45 -0.01 0.41 0.20
H 0.0262 0.6383 -0.9674 0.45 -0.13 0.40 0.43
H -3.4928 0.6236 -0.8506 -0.02 0.32 -0.23 0.23
H -2.0171 1.3265 -0.0143 -0.53 -0.63 -1.18 0.22
H -1.9356 0.8027 -1.8219 -0.74 0.93 0.39 0.21
H -3.5776 -1.5214 0.4393 -0.69 -0.69 1.25 0.20
H -3.7265 -1.6618 -1.3164 0.81 -0.04 1.16 0.19
H -2.6359 -2.8699 -0.5592 -0.50 1.93 0.92 0.26
H 3.9016 1.0579 -2.0315 -0.20 -0.23 0.30 0.18
H 4.2154 0.0440 -0.6638 0.78 -0.61 0.67 0.21
H 4.1278 1.8303 -0.5602 1.23 2.35 1.80 0.18
```
Forces are in eV/Å.

Values from the calculation:
* structure (SMILES): COP(=S)(NC(=S)N(C)C)OC
* energy above the lowest of the compared OMol25 structures with the same formula, charge and spin: 32.5 kcal per mole
* highest occupied orbital energy: -7.75 eV
* E_tot: -1596.05623 hartree
* F_max: 3.83 eV/A

[2]
5 unconnected molecules or ions with the total composition C32H74BrN4O in a non-equilibrium geometry, computed with ωB97M-V with the def2-TZVPD basis set.

XYZ file:
```
112
Properties=species:S:1:pos:R:3:forces:R:3:lowdin_charge:R:1
C -3.5540 -0.5077 3.9083 -0.34 -1.56 0.97 -0.08
C -2.1302 -0.9608 3.6711 1.32 1.39 -1.81 -0.27
C -1.9149 -2.2987 2.9908 0.21 -0.75 -0.62 -0.19
C -2.5574 -2.4075 1.5863 0.22 -0.68 -0.88 -0.08
N -2.0271 -3.5728 0.6449 0.12 -0.10 1.32 -0.20
C -2.6574 -3.6104 -0.7306 -0.79 -0.17 -0.31 -0.12
C -1.7395 -4.4673 -1.5715 -1.39 -0.42 0.21 -0.17
C -0.4414 -3.8826 -1.2085 2.22 -0.76 -0.21 -0.20
C -0.4735 -3.4518 0.2718 -0.89 -0.34 -0.53 -0.06
C -2.3583 -4.8805 1.3659 1.50 0.16 0.49 0.03
H -4.1410 -0.3823 2.9985 0.28 0.23 -0.14 0.06
H -3.6956 0.3310 4.5899 0.26 0.06 -0.22 0.09
H -4.0035 -1.3752 4.3915 -0.59 0.13 0.32 0.09
H -1.3890 -0.9390 4.4700 -0.74 0.12 0.71 0.12
H -1.7023 -0.2507 2.9634 0.27 0.45 -0.22 0.06
H -2.1869 -3.0442 3.7380 -0.57 -0.51 -0.51 0.12
H -0.8482 -2.4731 2.8504 0.28 0.28 0.08 0.11
H -2.3615 -1.5653 0.9228 0.08 0.52 0.50 0.07
H -3.6358 -2.5388 1.6755 0.00 -0.22 -0.26 0.13
H -3.6428 -4.0718 -0.6648 -0.18 0.59 0.17 0.14
H -2.6253 -2.6180 -1.1802 -0.43 0.27 0.47 0.11
H -1.8843 -5.5106 -1.2909 0.33 -0.08 -0.12 0.12
H -1.9080 -4.3923 -2.6458 -0.36 0.08 0.16 0.14
H 0.3110 -4.6457 -1.4077 0.40 0.06 0.40 0.12
H -0.2060 -3.1064 -1.9367 -0.13 0.54 0.58 0.09
H 0.1231 -4.1033 0.9103 -0.35 0.00 0.11 0.13
H -0.1157 -2.4243 0.3387 -0.55 0.13 0.39 0.06
H -3.3804 -4.9954 1.7267 -0.29 0.36 -0.97 0.12
H -1.8160 -4.8894 2.3113 0.42 0.11 -0.17 0.10
H -1.9761 -5.7130 0.7751 -0.44 0.03 0.06 0.11
C 1.4336 4.1569 -1.9184 -0.05 0.67 0.31 -0.09
C 1.1847 4.3185 -0.4200 1.44 0.21 0.60 -0.24
C 1.3620 3.0197 0.3777 -0.53 0.12 0.91 -0.18
C 2.0383 3.1957 1.8183 -1.86 -1.11 -0.81 -0.06
N 2.0843 1.7892 2.4800 1.97 0.60 -1.54 -0.23
C 2.8912 1.8433 3.7877 -1.50 -0.12 0.80 -0.07
C 3.3933 0.3960 4.1169 -0.08 0.30 -1.62 -0.08
C 3.4268 -0.1397 2.6450 0.11 -2.11 0.21 -0.17
C 3.1037 0.9495 1.6856 -0.82 0.03 -0.71 -0.14
C 0.6597 1.1263 2.5390 2.23 0.29 -0.52 0.05
H 0.7789 3.3383 -2.2173 0.02 0.14 -0.65 0.07
H 2.4543 3.9982 -2.2663 0.21 -0.55 0.62 0.07
H 1.2251 5.1088 -2.4068 -0.67 -0.19 -0.20 0.08
H 0.1921 4.7443 -0.2733 -0.16 -0.24 0.02 0.09
H 1.8287 5.0328 0.0929 0.30 0.47 -0.60 0.11
H 1.8338 2.1987 -0.1621 0.57 0.48 -0.25 0.08
H 0.3427 2.6340 0.3960 -0.03 -0.32 0.92 0.04
H 1.4713 3.8232 2.5059 -0.40 0.00 -0.18 0.13
H 3.0189 3.6711 1.7928 0.24 -0.61 -0.23 0.13
H 2.1656 2.3542 4.4205 0.59 -0.18 0.84 0.14
H 3.7483 2.4840 3.5806 -0.17 0.03 0.06 0.14
H 2.8181 -0.2773 4.7526 -0.60 0.56 -0.09 0.12
H 4.3865 0.3359 4.5618 0.01 0.70 -0.14 0.12
H 2.6756 -0.9151 2.4944 -0.32 -0.08 0.33 0.10
H 4.3238 -0.7004 2.3819 0.34 0.45 0.10 0.12
H 2.6718 0.6479 0.7314 -0.35 -0.48 0.31 0.10
H 3.9786 1.5046 1.3469 -0.11 0.75 0.72 0.15
H -0.0651 1.8908 2.8191 0.20 -0.28 0.51 0.11
H 0.7964 0.2409 3.1599 -0.50 0.40 0.37 0.09
H 0.4296 0.7860 1.5294 0.01 0.05 -0.08 0.03
C 4.5903 -3.4969 0.3983 -0.77 1.29 0.47 -0.08
C 3.3429 -3.0850 -0.3957 0.03 -0.21 -1.19 -0.25
C 3.5554 -1.8829 -1.3710 -0.08 -0.72 -0.49 -0.16
C 2.4199 -1.8299 -2.4886 1.82 1.22 0.10 -0.05
N 2.6610 -0.6624 -3.5185 1.22 1.32 0.09 -0.23
C 1.5635 -0.5037 -4.5861 -0.17 -1.53 -0.01 -0.09
C 2.2904 -0.7223 -5.9225 -2.46 1.80 -0.19 -0.16
C 3.6302 -0.0541 -5.6992 -0.97 -1.56 -0.90 -0.13
C 3.9121 -0.7183 -4.3612 2.33 -0.40 0.26 -0.13
C 2.8009 0.6649 -2.7703 -2.11 -1.49 0.03 0.00
H 5.3359 -4.0044 -0.2137 -0.05 0.19 0.14 0.09
H 4.3522 -4.0670 1.2963 -0.13 -0.42 -0.33 0.08
H 4.9452 -2.5552 0.8170 0.84 -0.01 -0.08 0.06
H 2.5092 -2.7240 0.2066 -0.02 -0.46 0.52 0.09
H 3.0217 -3.9709 -0.9434 -0.36 0.04 -0.16 0.10
H 4.5331 -1.8865 -1.8530 0.07 -0.55 -0.27 0.11
H 3.6824 -1.0449 -0.6855 -0.77 0.57 -0.33 0.08
H 1.4291 -1.6811 -2.0593 0.00 0.22 -0.14 0.06
H 2.4569 -2.7365 -3.0926 -0.03 -0.04 0.12 0.14
H 1.0605 0.4624 -4.5449 0.41 0.04 0.39 0.13
H 0.8041 -1.2654 -4.4094 0.01 0.06 0.16 0.13
H 1.6969 -0.0927 -6.5853 0.00 -0.37 -0.61 0.13
H 2.2063 -1.7492 -6.2783 0.68 0.05 0.15 0.13
H 3.5286 1.0280 -5.7818 -0.02 0.07 0.90 0.13
H 4.2272 -0.2732 -6.5845 0.79 -0.48 0.65 0.14
H 4.7665 -0.2437 -3.8787 -0.30 0.04 0.57 0.13
H 4.1981 -1.7686 -4.4180 -0.11 -0.06 -0.66 0.14
H 3.6357 0.6964 -2.0701 0.00 -0.11 -0.47 0.10
H 1.8480 0.5130 -2.2633 -0.11 1.60 0.79 0.03
H 2.7577 1.4517 -3.5235 0.23 0.04 0.41 0.11
C -4.1198 2.0151 -0.8944 -0.66 0.23 -0.89 -0.04
N -3.8495 2.9720 0.2076 0.32 0.62 0.70 -0.28
C -3.6863 2.1396 1.4556 -0.19 0.44 0.79 -0.03
C -2.4848 3.6847 -0.1574 -0.96 -0.93 0.50 0.02
C -5.1254 3.9900 0.5145 1.92 -0.68 -1.12 0.00
C -6.4646 3.2888 0.3127 -0.32 0.90 0.93 -0.24
O -7.3657 4.0163 1.1423 0.34 -0.15 -0.07 -0.04
H -3.1715 1.6613 -1.2989 -0.14 -0.34 0.26 0.01
H -4.6651 2.5123 -1.6966 0.11 0.18 0.01 0.11
H -4.7622 1.2127 -0.5318 0.29 -0.01 -0.10 0.10
H -3.7986 2.7728 2.3357 0.24 0.18 -0.11 0.11
H -2.7379 1.6089 1.5382 0.05 0.10 -0.61 0.08
H -4.4968 1.4156 1.5396 0.05 0.10 -0.33 0.09
H -2.1699 4.2920 0.6912 -0.35 0.48 -0.43 0.11
H -2.5271 4.1073 -1.1613 -0.61 0.78 0.45 0.11
H -1.7094 2.9349 -0.3148 -0.34 -0.67 0.45 0.03
H -4.9987 4.8340 -0.1634 0.04 -0.18 -0.14 0.14
H -4.9638 4.3739 1.5218 -0.17 -0.38 0.02 0.13
H -6.4378 2.2641 0.6832 0.10 -0.29 -0.47 0.12
H -6.8477 3.4172 -0.6997 0.54 -0.64 -0.26 0.14
H -8.2361 3.7808 0.8130 -0.41 0.25 0.26 0.10
Br -0.8578 0.0996 -1.0735 0.23 -0.05 0.27 -0.18
```
Forces are in eV/Å.

Values from the calculation:
* energy above the lowest of the compared OMol25 structures with the same formula, charge and spin: 72.4 kcal per mole
* highest occupied orbital energy: -15.59 eV
* charge: +3
* E_tot: -4130.93367 hartree
* F_max: 3.06 eV/A

[3]
A molecular structure, C14H12Cl5NRuSSi in a non-equilibrium geometry, computed with ωB97M-V with the def2-TZVPD basis set.

XYZ file:
```
35
Properties=species:S:1:pos:R:3:forces:R:3:nbo_charge:R:1
Ru 0.4487 2.6056 -0.9308 -0.15 1.13 1.49 0.97
C -0.4802 -4.3992 -1.1433 0.21 0.83 -0.06 -1.11
Si -1.1649 -2.6202 -1.1502 -0.66 -1.81 -0.05 1.56
C -2.0978 -2.2839 0.4643 0.51 0.06 -0.61 -1.09
C -2.1402 -2.3450 -2.7524 0.64 0.32 0.62 -1.08
C 0.3412 -1.4538 -1.1538 -0.62 0.98 -0.09 -0.32
C 1.6592 -1.8991 -1.1355 0.81 0.89 0.02 -0.13
C 2.7419 -0.9883 -1.1118 -0.38 -1.98 0.01 -0.14
C 2.5016 0.3544 -1.0250 -1.49 1.61 0.22 0.09
N 1.2278 0.7963 -1.0254 1.30 -0.82 -0.11 -0.51
C 0.1448 -0.0253 -1.1582 1.28 -1.40 -0.03 -0.02
S -1.2936 0.8380 -1.3559 -0.48 -0.21 0.05 0.29
H -1.2804 -5.1325 -1.1416 -0.26 0.02 -0.05 0.27
H 0.1272 -4.6130 -0.2662 0.06 0.04 0.18 0.25
H 0.1404 -4.6016 -2.0197 -0.07 0.01 -0.06 0.25
H -2.8418 -3.0588 0.6505 -0.09 0.10 -0.12 0.28
H -2.5642 -1.3056 0.4219 -0.34 0.13 0.10 0.23
H -1.4154 -2.2850 1.3106 0.15 -0.05 0.11 0.24
H -2.8831 -3.1300 -2.8711 -0.10 0.01 0.02 0.27
H -1.4684 -2.3651 -3.6101 0.05 -0.15 -0.06 0.25
H -2.6149 -1.3687 -2.7488 -0.33 0.04 -0.06 0.24
H 1.8684 -2.9594 -1.1435 0.00 -0.06 -0.02 0.27
H 3.7566 -1.3599 -1.1126 0.06 0.03 -0.04 0.27
H 3.2555 1.1372 -0.9402 0.02 -0.43 -0.01 0.25
Cl 0.4271 0.6226 2.2968 0.13 -0.40 0.01 0.12
C 0.4833 2.3147 2.2652 -0.03 0.64 0.37 -0.09
C 0.5382 2.9938 1.0392 -0.23 -0.29 -1.38 -0.12
C 0.4172 4.3750 1.0302 -0.01 0.33 1.42 -0.08
Cl 0.1901 4.9106 -0.6179 -0.02 1.17 -0.21 0.23
C 0.3689 5.1558 2.1791 -0.13 0.85 -1.34 -0.08
Cl 0.2600 6.8720 2.0785 0.02 -0.60 -0.07 0.14
C 0.3708 4.4899 3.4054 0.09 -0.27 0.79 -0.01
Cl 0.3112 5.3848 4.8582 0.01 -0.34 -0.61 0.20
C 0.3963 3.0735 3.4447 -0.07 -0.69 0.24 -0.06
Cl 0.2685 2.2706 4.9695 0.12 0.31 -0.68 0.14
```
Forces are in eV/Å.

Values from the calculation:
* multiplicity: 5
* highest occupied orbital energy (spin up / spin down): -15.60 / -15.59 eV
* ⟨S²⟩: 6.071
* charge: +2
* E_tot: -3678.26899 hartree
* F_max: 2.21 eV/A